{"formula": "C38H38BNO4", "method": "ωB97M-V with the def2-TZVPD basis set", "elements": ["C", "C", "C", "C", "C", "B", "C", "C", "C", "C", "C", "O", "C", "C", "C", "C", "C", "O", "C", "C", "C", "C", "C", "O", "O", "H", "H", "H", "H", "H", "H", "H", "H", "H", "H", "H", "H", "H", "H", "H", "H", "H", "H", "H", "H", "C", "C", "N", "C", "C", "C", "C", "C", "C", "C", "C", "C", "C", "C", "C", "C", "C", "C", "C", "H", "H", "H", "H", "H", "H", "H", "H", "H", "H", "H", "H", "H", "H", "H", "H", "H", "H"], "xyz": [[-4.27, -4.35, 2.57], [-3.58, -3.05, 2.51], [-3.22, -2.13, 3.46], [-2.58, -1.03, 2.82], [-2.33, -1.37, 1.45], [2.54, -1.14, 0.31], [1.89, -0.88, 1.66], [1.04, 0.09, 2.24], [1.42, 0.28, 3.58], [2.36, -0.70, 3.84], [3.37, -0.93, 4.87], [2.54, -1.51, 2.73], [2.13, -2.51, -0.05], [0.97, -3.32, -0.16], [1.43, -4.67, -0.36], [2.83, -4.61, -0.44], [4.00, -5.42, -0.68], [3.27, -3.31, -0.31], [-2.40, -0.68, 0.22], [-2.67, -1.16, -1.04], [-3.43, -0.20, -1.71], [-3.60, 0.87, -0.86], [-4.41, 2.07, -0.76], [-2.88, 0.61, 0.29], [-3.11, -2.60, 1.30], [-4.59, -4.69, 3.56], [-5.20, -4.32, 1.96], [-3.63, -5.16, 2.17], [-3.38, -2.25, 4.53], [-2.35, -0.09, 3.32], [0.29, 0.66, 1.67], [1.02, 1.08, 4.25], [3.79, 0.05, 5.13], [2.95, -1.39, 5.77], [4.15, -1.57, 4.44], [-0.07, -2.97, -0.05], [0.75, -5.53, -0.40], [3.89, -6.50, -0.74], [4.46, -5.10, -1.62], [4.75, -5.22, 0.09], [-2.38, -2.16, -1.41], [-3.80, -0.29, -2.75], [-4.69, 2.61, -1.68], [-5.36, 1.75, -0.27], [-3.88, 2.77, -0.07], [-0.37, -0.38, -3.60], [-0.73, 0.84, -2.85], [-1.36, 1.88, -3.47], [-1.88, 1.86, -4.83], [-1.60, 2.91, -2.55], [-1.05, 2.48, -1.31], [-1.08, 3.35, -0.23], [-1.75, 4.59, -0.38], [-2.36, 4.94, -1.59], [-2.29, 4.11, -2.71], [-0.55, 1.13, -1.47], [0.20, 0.46, -0.45], [1.56, 1.08, -0.49], [1.86, 2.42, -0.80], [2.99, 3.12, -0.35], [4.02, 2.43, 0.31], [5.20, 3.12, 0.97], [3.92, 1.07, 0.38], [2.81, 0.33, -0.19], [0.42, -0.90, -3.03], [-1.23, -1.09, -3.65], [-0.01, -0.20, -4.63], [-2.29, 2.84, -5.09], [-1.07, 1.60, -5.51], [-2.67, 1.10, -4.94], [-0.58, 3.06, 0.70], [-1.81, 5.25, 0.50], [-2.88, 5.89, -1.65], [-2.73, 4.35, -3.67], [0.24, -0.67, -0.36], [1.22, 3.05, -1.42], [3.08, 4.20, -0.45], [5.67, 2.45, 1.70], [6.00, 3.40, 0.27], [4.96, 4.04, 1.52], [4.75, 0.51, 0.79], [3.35, -0.64, -0.83]], "lowdin_charge": [-0.022, -0.315, -0.037, 0.006, -0.102, -0.295, -0.115, -0.019, -0.001, -0.306, -0.025, 0.051, -0.124, 0.013, 0.003, -0.302, -0.031, 0.035, -0.253, -0.029, -0.030, -0.304, -0.014, 0.063, 0.019, 0.087, 0.089, 0.088, 0.106, 0.113, 0.097, 0.125, 0.091, 0.084, 0.093, 0.112, 0.112, 0.087, 0.090, 0.093, 0.127, 0.123, 0.094, 0.101, 0.092, -0.011, -0.229, -0.052, -0.009, -0.164, -0.183, -0.033, -0.097, -0.113, -0.027, -0.180, 0.001, -0.132, -0.017, -0.006, -0.284, -0.059, -0.009, -0.117, 0.084, 0.085, 0.086, 0.078, 0.085, 0.091, 0.124, 0.100, 0.092, 0.095, 0.105, 0.112, 0.119, 0.071, 0.076, 0.075, 0.127, 0.244], "molar_mass_g_mol": 583.54, "e_homo_ev": -6.316, "lumo_energy_ha": -0.017, "multiplicity": 1, "homo_lumo_gap_ev": 5.85}



{"formula": "CHBrN2O3", "method": "ωB97M-V with the def2-TZVPD basis set", "elements": ["O", "N", "C", "Br", "O", "N", "O", "H"], "xyz": [[1.69, 2.51, -0.12], [1.81, 1.35, 0.17], [1.90, 0.20, 0.15], [2.42, -1.45, 0.61], [-1.08, 0.07, -0.56], [-1.96, -0.64, -0.20], [-2.95, -0.97, -0.77], [-1.83, -1.06, 0.73]], "nbo_charge": [-0.399, 0.189, 0.000, 0.209, -0.356, 0.406, -0.359, 0.310], "molar_mass_g_mol": 168.93, "e_homo_ev": -9.704, "lumo_energy_ha": -0.001, "smiles": "[O-][N+]#CBr.O=[NH+][O-]", "multiplicity": 1, "homo_lumo_gap_ev": 9.69}